(1)
Below is a structure of composition C31H35As2IN4O6ReS at a distorted geometry, with properties calculated with the ωB97M-V functional and the def2-TZVPD basis.

Orbital gap (alpha / beta), eV: 7.34 / 6.81
2S+1: 4
LUMO level (alpha / beta), eV: -5.765 / -5.784
Net charge: +2
HOMO level (alpha / beta), eV: -13.11 / -12.60

Last column: Löwdin spin population.
Positions of all 81 atoms, in Å:
Re (-1.6917, -0.3741, -0.5733)  2.61
O (-0.3139, 1.8818, 2.6683)  0.00
As (-0.3849, 2.4288, 1.0223)  0.00
O (1.0679, 3.1088, 0.8292)  0.00
O (0.0344, 0.8741, -0.0578)  0.04
C (-1.7351, 3.8070, 0.8117)  0.00
C (-1.3649, 5.1252, 1.0104)  0.00
C (-2.3539, 6.0937, 0.8823)  0.00
C (-3.6638, 5.7344, 0.5947)  0.00
C (-4.0187, 4.4000, 0.4341)  0.00
C (-3.0305, 3.4402, 0.5356)  0.00
S (-3.1212, 1.7037, 0.2144)  0.02
O (-2.2927, 1.0524, 1.2569)  0.09
O (-4.4486, 1.1922, 0.1148)  0.00
O (-2.3659, 1.5698, -1.0720)  0.03
H (0.4713, 2.2354, 3.1009)  0.00
H (-0.3316, 5.3745, 1.2385)  0.00
H (-2.0932, 7.1339, 1.0014)  0.00
H (-4.4135, 6.5010, 0.4763)  0.00
H (-5.0395, 4.1115, 0.2447)  0.00
I (-7.0983, -3.2691, -0.2059)  0.00
C (-5.5211, -2.0853, -0.8614)  0.01
C (-5.5778, -1.0400, -1.7672)  0.03
N (-4.3311, -0.5704, -1.8876)  0.01
N (-3.4705, -1.2364, -1.0992)  0.03
C (-4.1845, -2.1762, -0.4746)  0.03
H (-6.4151, -0.6334, -2.2994)  0.00
H (-4.0325, 0.2530, -2.3947)  0.00
H (-3.7233, -2.8786, 0.1945)  0.00
C (0.1911, -4.4337, 1.7654)  0.00
C (-1.1288, -4.4522, 0.9914)  0.00
C (-0.9867, -5.1738, -0.3496)  0.00
C (-2.2142, -5.1458, 1.8162)  0.00
N (-1.5948, -3.0725, 0.7342)  0.02
N (-0.7883, -2.3243, -0.1962)  0.03
H (0.4854, -5.4482, 2.0150)  0.00
H (0.0680, -3.8722, 2.6898)  0.00
H (0.9948, -3.9870, 1.1817)  0.00
H (-0.9420, -6.2447, -0.1762)  0.00
H (-0.0743, -4.8956, -0.8737)  0.00
H (-1.8510, -4.9771, -0.9808)  0.00
H (-1.8527, -6.1164, 2.1442)  0.00
H (-3.1088, -5.2990, 1.2202)  0.00
H (-2.4802, -4.5815, 2.7046)  0.00
H (-1.6577, -2.5590, 1.6108)  0.00
H (-0.7694, -2.9197, -1.0397)  0.01
H (0.1995, -2.2580, 0.1206)  0.00
C (3.6476, 0.3915, 3.9912)  0.00
C (4.1418, 1.3816, 3.1563)  0.00
C (3.6122, 1.5490, 1.8856)  0.00
C (2.6015, 0.6980, 1.4562)  0.00
C (2.0980, -0.2960, 2.2905)  0.00
C (2.6245, -0.4433, 3.5646)  0.00
As (1.8010, 0.9142, -0.3029)  0.00
C (2.5122, 2.3202, -1.4366)  0.00
C (1.7124, 3.1887, -2.1608)  0.00
C (2.3159, 4.1494, -2.9572)  0.00
C (3.6978, 4.2458, -3.0093)  0.00
C (4.4911, 3.3663, -2.2869)  0.00
C (3.9016, 2.3849, -1.5066)  0.00
C (2.1998, -0.6862, -1.3618)  0.00
C (2.7386, -1.8373, -0.7867)  0.00
C (3.2191, -2.8509, -1.6030)  0.00
C (3.1872, -2.7144, -2.9822)  0.00
C (2.6660, -1.5661, -3.5568)  0.00
C (2.1850, -0.5490, -2.7507)  0.00
H (4.0526, 0.2805, 4.9851)  0.00
H (4.9402, 2.0263, 3.4890)  0.00
H (3.9445, 2.3587, 1.2463)  0.00
H (1.2729, -0.9261, 1.9590)  0.00
H (2.2414, -1.2081, 4.2229)  0.00
H (0.6284, 3.1193, -2.0955)  0.00
H (1.7069, 4.8216, -3.5415)  0.00
H (4.1617, 5.0000, -3.6251)  0.00
H (5.5668, 3.4403, -2.3342)  0.00
H (4.5066, 1.6620, -0.9581)  0.00
H (2.8258, -1.9194, 0.2935)  0.00
H (3.6596, -3.7344, -1.1675)  0.00
H (3.5998, -3.4882, -3.6108)  0.00
H (2.6690, -1.4511, -4.6288)  0.00
H (1.8276, 0.3744, -3.1956)  0.00

(2)
Below is a structure of composition C31H35AuBrGeO at a distorted geometry, with properties calculated with the ωB97M-V functional and the def2-TZVPD basis.

Orbital gap (alpha / beta), eV: 7.97 / 5.04
2S+1: 2
LUMO level (alpha / beta), eV: 0.329 / -2.609
HOMO level (alpha / beta), eV: -7.64 / -7.65

Last column: Löwdin spin population.
Positions of all 70 atoms, in Å:
Au (-0.2880, 0.5103, 1.0655)  0.02
C (0.6969, -4.9005, -3.8479)  0.02
C (1.7716, -5.0822, -2.7701)  0.03
C (3.1403, -5.1752, -3.4343)  0.00
C (1.5071, -6.3706, -1.9985)  0.01
C (1.6954, -3.9276, -1.8322)  0.20
C (0.5393, -3.7468, -1.0488)  -0.01
C (0.4546, -2.7143, -0.1644)  0.14
Br (-1.0497, -2.5423, 0.9583)  0.03
C (1.5699, -1.7929, 0.0278)  0.09
O (1.5122, -0.9150, 0.9248)  0.28
C (2.7347, -1.9118, -0.8301)  0.14
C (2.7176, -2.9692, -1.7176)  0.00
C (3.8237, -0.8602, -0.7421)  0.01
C (4.4200, -0.7921, 0.6847)  0.01
C (4.9725, -1.1903, -1.6807)  0.00
C (3.2674, 0.5185, -1.1574)  0.01
H (0.8002, -5.6942, -4.5855)  0.00
H (0.8246, -3.9598, -4.3755)  0.00
H (-0.3164, -4.9568, -3.4447)  0.00
H (3.1813, -6.0410, -4.0886)  0.00
H (3.9299, -5.2746, -2.6884)  0.00
H (3.3223, -4.3001, -4.0440)  0.00
H (1.4612, -7.1748, -2.7214)  0.00
H (0.5725, -6.3568, -1.4541)  0.00
H (2.3232, -6.5840, -1.3099)  0.00
H (-0.2936, -4.4194, -1.1429)  0.00
H (3.5835, -3.0543, -2.3618)  0.00
H (4.8027, -1.7765, 1.0002)  0.00
H (3.7194, -0.4534, 1.4334)  0.00
H (5.2536, -0.0952, 0.6676)  0.00
H (5.4745, -2.1336, -1.4265)  0.00
H (5.7330, -0.4108, -1.5927)  0.00
H (4.6469, -1.2218, -2.7130)  0.00
H (2.5235, 0.9102, -0.4726)  0.00
H (2.8590, 0.4878, -2.1726)  0.00
H (4.0923, 1.2215, -1.1782)  0.00
C (-1.3539, 2.8216, -1.4692)  0.00
Ge (-1.7288, 2.2543, 0.3783)  0.01
C (-3.6400, 1.8351, 0.3499)  0.00
C (-4.1442, 0.5852, 0.7094)  0.00
C (-5.5055, 0.3214, 0.6724)  0.00
C (-6.3876, 1.3057, 0.2382)  0.00
C (-5.9223, 2.5544, -0.1509)  0.00
C (-4.5520, 2.8186, -0.0708)  0.00
C (-1.4748, 3.8192, 1.5480)  0.00
C (-0.9072, 4.9667, 1.0281)  0.00
C (-0.5672, 6.0473, 1.8721)  0.00
C (-0.8380, 5.9802, 3.1982)  0.00
C (-1.4560, 4.8463, 3.7641)  0.00
C (-1.7409, 4.7671, 5.1472)  0.00
C (-2.3131, 3.6728, 5.6990)  0.00
C (-2.6345, 2.5677, 4.8651)  0.00
C (-2.3746, 2.6076, 3.5322)  0.00
C (-1.7619, 3.7534, 2.9349)  0.00
H (-1.9277, 3.7109, -1.6865)  0.00
H (-1.6474, 2.0280, -2.1521)  0.00
H (-0.2928, 3.0288, -1.6052)  0.00
H (-3.4633, -0.2097, 1.0219)  0.00
H (-5.8928, -0.6372, 0.9632)  0.00
H (-7.4391, 1.0613, 0.1882)  0.00
H (-6.6136, 3.3256, -0.4600)  0.00
H (-4.1838, 3.8022, -0.3411)  0.00
H (-0.6979, 5.0431, -0.0206)  0.00
H (-0.1043, 6.9532, 1.5029)  0.00
H (-0.6074, 6.7985, 3.8622)  0.00
H (-1.4987, 5.6261, 5.7509)  0.00
H (-2.5006, 3.6303, 6.7628)  0.00
H (-3.1330, 1.6977, 5.2882)  0.00
H (-2.6743, 1.7665, 2.9132)  0.00

(3)
Below is a cluster of 8 separate species, C31H35B2N4O18 in total at a distorted geometry, with properties calculated with the ωB97M-V functional and the def2-TZVPD basis.

Orbital gap, eV: 8.60
LUMO level, eV: 1.798
Net charge: -1
HOMO level, eV: -6.81

Last column: Löwdin charge in e.
Positions of all 90 atoms, in Å:
N (-24.3909, 1.2501, -20.6007)  0.22
H (-25.2122, 0.7908, -21.0520)  0.04
H (-24.6486, 1.7186, -19.7204)  0.05
H (-24.0848, 1.9595, -21.2598)  0.05
H (-23.6243, 0.5548, -20.5103)  0.04
O (-23.6912, 6.0567, -28.0819)  0.16
C (-23.5972, 4.9957, -27.5445)  -0.38
O (-22.9207, 4.7005, -26.4351)  0.23
B (-23.0962, 3.2729, -26.1091)  -0.86
O (-23.8753, 2.7418, -27.2565)  0.23
C (-24.2067, 3.6786, -28.0959)  -0.41
O (-24.8036, 3.5728, -29.1325)  0.14
O (-21.8113, 2.5651, -26.0333)  0.25
C (-21.7104, 1.9326, -24.9015)  -0.39
O (-20.7718, 1.2519, -24.5787)  0.13
C (-22.9784, 2.2771, -24.0579)  -0.33
O (-23.7310, 3.0741, -24.7957)  0.26
O (-23.1647, 1.9210, -22.9234)  0.10
O (-25.4863, 3.6761, -21.3657)  0.11
C (-25.8929, 4.6183, -21.9958)  -0.37
O (-25.2350, 5.7115, -22.2878)  0.25
B (-26.1203, 6.7227, -22.9140)  -0.85
O (-27.4324, 6.0624, -22.9442)  0.24
C (-27.3628, 4.8482, -22.4070)  -0.38
O (-28.2918, 4.1100, -22.2527)  0.13
O (-25.6971, 7.0249, -24.3090)  0.23
C (-25.6701, 8.3213, -24.5005)  -0.40
O (-25.4569, 8.8980, -25.5282)  0.15
C (-25.8543, 8.9817, -23.1039)  -0.39
O (-26.1522, 8.0266, -22.2375)  0.23
O (-25.8356, 10.1569, -22.8728)  0.14
C (-20.8163, 4.3687, -18.4736)  -0.18
C (-20.5791, 4.6214, -19.9474)  -0.16
C (-21.6799, 3.7422, -20.5436)  -0.19
O (-21.8467, 2.6812, -19.5940)  -0.17
C (-21.0472, 2.8875, -18.4193)  -0.19
H (-21.7606, 4.8590, -18.2236)  0.11
H (-20.0181, 4.7312, -17.8242)  0.11
H (-19.6087, 4.3178, -20.3491)  0.11
H (-20.6592, 5.6518, -20.2971)  0.12
H (-21.4002, 3.4117, -21.5454)  0.11
H (-22.6003, 4.3180, -20.6733)  0.12
H (-20.1002, 2.3411, -18.3732)  0.12
H (-21.6691, 2.5800, -17.5769)  0.11
C (-30.4303, 0.0746, -18.2259)  -0.17
C (-29.6282, 0.8374, -19.2517)  -0.17
C (-28.2438, 1.1072, -18.6735)  -0.15
O (-28.1298, -0.0982, -17.8597)  -0.18
C (-29.3572, -0.3479, -17.2105)  -0.22
H (-30.9313, -0.7457, -18.7447)  0.10
H (-31.2498, 0.5561, -17.6892)  0.10
H (-30.1659, 1.7306, -19.5784)  0.12
H (-29.4638, 0.2291, -20.1404)  0.09
H (-28.0814, 1.8863, -17.9248)  0.12
H (-27.4749, 1.0673, -19.4399)  0.10
H (-29.4182, 0.2847, -16.3165)  0.11
H (-29.4497, -1.3791, -16.8716)  0.11
N (-22.4130, -0.5943, -20.6114)  0.04
C (-22.2451, -1.8580, -20.2183)  -0.12
C (-21.0990, -2.6372, -20.5176)  -0.07
C (-20.1587, -2.0834, -21.3630)  -0.07
C (-20.3259, -0.7613, -21.7572)  -0.05
C (-21.4050, -0.0554, -21.3058)  -0.12
H (-23.0124, -2.3112, -19.6027)  0.10
H (-21.0964, -3.6718, -20.2062)  0.09
H (-19.2886, -2.5996, -21.7471)  0.11
H (-19.6091, -0.2413, -22.3774)  0.11
H (-21.5046, 0.9845, -21.5811)  0.09
N (-26.4877, 0.0093, -21.7623)  0.04
C (-26.5725, -1.3398, -21.6796)  -0.12
C (-27.6263, -2.0602, -22.1885)  -0.07
C (-28.7031, -1.3752, -22.7472)  -0.07
C (-28.6863, 0.0072, -22.8353)  -0.05
C (-27.5312, 0.6271, -22.3462)  -0.10
H (-25.7350, -1.8953, -21.2756)  0.11
H (-27.6485, -3.1385, -22.1213)  0.10
H (-29.5323, -1.9823, -23.0884)  0.10
H (-29.5201, 0.5746, -23.2184)  0.11
H (-27.4803, 1.7078, -22.4200)  0.10
N (-24.9571, 2.3814, -18.1177)  0.04
C (-24.8762, 3.7227, -18.0617)  -0.12
C (-24.7501, 4.4416, -16.8955)  -0.06
C (-24.8757, 3.7355, -15.7156)  -0.08
C (-25.1366, 2.3715, -15.7333)  -0.07
C (-25.1262, 1.7158, -16.9497)  -0.12
H (-24.7633, 4.1650, -19.0453)  0.10
H (-24.5485, 5.5029, -16.9050)  0.11
H (-24.7563, 4.2207, -14.7552)  0.11
H (-25.3602, 1.7918, -14.8485)  0.10
H (-25.2988, 0.6767, -17.2020)  0.11